{"formula": "C21H51N3O6P2", "method": "ωB97M-V/def2-TZVPD", "homo_lumo_gap_ev": 7.84, "species": ["C", "C", "C", "O", "P", "O", "O", "O", "P", "O", "O", "H", "H", "H", "H", "H", "H", "C", "C", "N", "C", "C", "C", "C", "H", "H", "H", "H", "H", "H", "H", "H", "H", "H", "H", "H", "H", "H", "H", "C", "C", "N", "C", "C", "C", "C", "H", "H", "H", "H", "H", "H", "H", "H", "H", "H", "H", "H", "H", "H", "H", "C", "C", "N", "C", "C", "C", "C", "H", "H", "H", "H", "H", "H", "H", "H", "H", "H", "H", "H", "H", "H", "H"], "positions_angstrom": [[-4.31, -0.98, -4.56], [-3.52, -0.21, -4.10], [-2.85, 0.95, -3.48], [-2.99, 0.93, -2.04], [-1.72, 0.41, -1.21], [-2.21, -0.14, 0.05], [-0.67, 1.61, -0.89], [-0.88, -0.71, -2.00], [0.50, -0.19, -2.86], [0.59, -1.17, -4.17], [1.82, -0.50, -1.95], [-4.97, -1.79, -4.76], [-3.31, 1.88, -3.83], [-1.81, 0.98, -3.82], [-1.21, 2.38, -0.68], [-0.16, -0.91, -4.72], [2.16, 0.38, -1.73], [4.34, -0.16, -4.65], [4.88, 1.26, -4.58], [5.56, 1.55, -3.33], [5.84, 2.97, -3.15], [6.81, 3.64, -4.12], [6.64, 0.65, -2.97], [7.81, 0.49, -3.96], [3.68, -0.37, -3.80], [3.76, -0.29, -5.56], [5.13, -0.91, -4.67], [4.03, 1.94, -4.67], [5.52, 1.43, -5.46], [6.19, 3.13, -2.13], [4.88, 3.50, -3.20], [7.84, 3.38, -3.92], [6.73, 4.73, -4.02], [6.58, 3.41, -5.16], [6.21, -0.34, -2.80], [7.03, 0.94, -2.00], [7.47, 0.39, -4.99], [8.37, -0.41, -3.71], [8.50, 1.33, -3.90], [-6.11, -3.44, 2.42], [-4.72, -3.11, 1.89], [-3.66, -3.31, 2.86], [-2.39, -2.74, 2.44], [-1.70, -3.32, 1.21], [-3.60, -4.63, 3.46], [-3.42, -5.84, 2.53], [-6.32, -2.88, 3.33], [-6.86, -3.18, 1.68], [-6.22, -4.50, 2.64], [-4.72, -2.05, 1.60], [-4.55, -3.68, 0.96], [-1.69, -2.78, 3.29], [-2.55, -1.67, 2.26], [-1.24, -4.29, 1.41], [-0.91, -2.65, 0.89], [-2.39, -3.44, 0.37], [-4.51, -4.79, 4.04], [-2.80, -4.64, 4.20], [-4.06, -5.78, 1.65], [-3.68, -6.75, 3.06], [-2.39, -5.95, 2.19], [-3.37, 1.12, 3.13], [-2.06, 1.81, 2.77], [-1.73, 2.93, 3.63], [-0.64, 3.74, 3.12], [0.75, 3.09, 3.00], [-1.69, 2.64, 5.05], [-0.72, 1.56, 5.54], [-4.20, 1.84, 3.14], [-3.59, 0.35, 2.39], [-3.32, 0.63, 4.10], [-2.17, 2.17, 1.74], [-1.26, 1.05, 2.75], [-0.55, 4.64, 3.72], [-0.93, 4.09, 2.12], [1.23, 2.99, 3.98], [1.40, 3.72, 2.39], [0.71, 2.11, 2.53], [-2.70, 2.37, 5.37], [-1.48, 3.57, 5.59], [-0.75, 0.67, 4.91], [-1.01, 1.25, 6.55], [0.30, 1.92, 5.60]]}



{"formula": "H40O20", "method": "ωB97M-V/def2-TZVPD", "s_squared": 0.754, "homo_lumo_gap_ev": [9.24, 2.86], "charge": 1, "de_lowest_kcal_mol": 40.7, "spin_multiplicity": 2, "species": ["O", "H", "H", "O", "H", "H", "O", "H", "H", "O", "H", "H", "O", "H", "H", "O", "H", "H", "O", "H", "H", "O", "H", "H", "O", "H", "H", "O", "H", "H", "O", "H", "H", "O", "H", "H", "O", "H", "H", "O", "H", "H", "O", "H", "H", "O", "H", "H", "O", "H", "H", "O", "H", "H", "O", "H", "H", "O", "H", "H"], "positions_angstrom": [[4.89, 2.79, -0.19], [4.16, 2.32, -0.52], [5.13, 3.63, -0.55], [-0.52, 2.59, 2.34], [-0.99, 2.57, 1.50], [-0.43, 3.43, 2.77], [-2.96, 1.10, -3.75], [-2.54, 0.30, -4.12], [-2.81, 1.88, -4.25], [-3.35, -2.88, -0.56], [-3.40, -3.17, -1.50], [-3.58, -3.69, -0.07], [2.54, 0.92, -3.19], [2.32, 1.42, -2.39], [3.47, 1.09, -3.40], [2.47, 2.97, 2.42], [3.40, 3.08, 2.26], [2.12, 2.16, 2.06], [0.44, -0.72, 1.86], [0.61, -0.35, 1.02], [-0.45, -0.22, 2.04], [2.63, -3.63, -0.48], [2.61, -4.46, 0.05], [1.73, -3.28, -0.33], [-1.43, -4.43, 3.15], [-1.15, -3.58, 2.58], [-1.32, -4.17, 4.06], [2.72, 4.13, -2.64], [1.96, 4.07, -3.32], [2.26, 4.42, -1.84], [-1.57, 0.18, -0.26], [-2.29, 0.65, 0.11], [-2.07, -0.64, -0.55], [0.94, -0.65, -5.55], [0.40, 0.09, -5.78], [0.25, -1.34, -5.74], [-1.52, -2.46, 1.84], [-0.77, -2.20, 1.28], [-2.04, -1.67, 2.15], [2.88, 0.49, 4.28], [1.93, 0.56, 4.47], [2.92, -0.36, 4.74], [-4.97, -0.60, -0.51], [-4.25, -1.15, -0.40], [-4.51, 0.24, -0.39], [-2.94, -0.25, 2.40], [-3.64, -0.86, 2.66], [-3.17, 0.45, 1.77], [2.88, -3.48, 2.26], [3.57, -2.97, 1.76], [2.15, -2.98, 2.64], [0.26, 2.97, -1.35], [0.87, 3.48, -0.86], [0.11, 2.10, -0.99], [1.03, -1.25, -1.03], [0.58, -0.72, -1.68], [1.69, -1.72, -1.61], [-4.11, 1.83, -0.71], [-3.85, 2.73, -0.42], [-3.76, 1.68, -1.57]]}



{"formula": "C4H12", "method": "ωB97M-V/def2-TZVPD", "homo_lumo_gap_ev": 12.73, "smiles": "CC.CC", "de_lowest_kcal_mol": 6.5, "species": ["C", "C", "H", "H", "H", "H", "H", "H", "C", "C", "H", "H", "H", "H", "H", "H"], "positions_angstrom": [[1.74, 0.79, 0.05], [2.43, 0.16, -1.15], [1.21, 0.07, 0.67], [2.44, 1.21, 0.78], [1.06, 1.61, -0.21], [3.51, 0.30, -1.14], [2.08, 0.60, -2.09], [2.26, -0.91, -1.23], [-2.28, -1.14, 0.81], [-1.86, 0.21, 0.26], [-3.30, -1.42, 0.54], [-1.70, -1.99, 0.47], [-2.24, -1.23, 1.90], [-2.74, 0.75, -0.08], [-1.20, 0.15, -0.60], [-1.40, 0.85, 1.02]]}



{"formula": "C34H28BrCl2FN3O3S2Ti", "method": "ωB97M-V/def2-TZVPD", "homo_lumo_gap_ev": 6.99, "charge": 1, "de_lowest_kcal_mol": 28.4, "species": ["Ti", "O", "C", "C", "C", "N", "C", "Br", "C", "H", "H", "H", "H", "O", "C", "C", "C", "C", "C", "C", "C", "N", "C", "C", "N", "H", "H", "H", "H", "H", "H", "H", "Cl", "C", "C", "C", "C", "C", "Cl", "C", "S", "H", "H", "H", "F", "C", "C", "C", "C", "C", "C", "C", "H", "H", "H", "H", "H", "H", "C", "S", "O", "C", "C", "C", "C", "C", "C", "H", "H", "H", "H", "H", "H", "H", "H"], "positions_angstrom": [[0.52, -0.35, 0.67], [1.31, 3.16, -4.41], [1.29, 2.30, -3.39], [2.02, 2.47, -2.21], [1.86, 1.54, -1.22], [1.07, 0.45, -1.31], [0.47, 0.25, -2.49], [-0.41, -1.37, -2.85], [0.53, 1.15, -3.54], [1.89, 3.91, -4.21], [2.67, 3.32, -2.06], [2.43, 1.64, -0.30], [0.01, 0.94, -4.47], [-0.18, -1.88, 0.19], [-0.77, -3.01, 0.62], [-1.05, -4.04, -0.27], [-1.60, -5.21, 0.21], [-1.88, -5.37, 1.56], [-1.61, -4.33, 2.44], [-1.07, -3.13, 1.98], [-0.88, -1.99, 2.86], [-0.24, -0.84, 2.58], [-0.42, -0.02, 3.68], [-1.14, -0.67, 4.62], [-1.42, -1.91, 4.09], [-0.79, -3.92, -1.31], [-1.81, -6.02, -0.48], [-2.29, -6.30, 1.93], [-1.81, -4.48, 3.49], [-0.02, 0.98, 3.71], [-1.47, -0.37, 5.59], [-1.97, -2.62, 4.52], [2.50, 0.91, 2.54], [2.03, 2.54, 2.94], [2.78, 3.22, 3.88], [2.42, 4.52, 4.19], [1.33, 5.10, 3.56], [0.61, 4.39, 2.62], [-0.75, 5.17, 1.87], [0.93, 3.07, 2.27], [-0.01, 2.19, 1.09], [3.62, 2.74, 4.36], [2.98, 5.08, 4.92], [1.04, 6.12, 3.79], [3.05, -4.88, -3.67], [2.91, -4.03, -2.64], [3.30, -2.71, -2.80], [3.15, -1.84, -1.73], [2.61, -2.27, -0.52], [2.41, -1.31, 0.62], [2.26, -3.61, -0.39], [2.40, -4.50, -1.45], [3.72, -2.39, -3.74], [3.47, -0.81, -1.84], [3.21, -0.57, 0.62], [2.43, -1.84, 1.58], [1.86, -3.97, 0.55], [2.13, -5.54, -1.35], [-4.34, 0.36, 0.09], [-2.78, 1.24, 0.15], [-1.76, 0.11, 0.18], [-2.74, 1.92, -1.49], [-2.93, 1.15, -2.63], [-2.84, 1.75, -3.87], [-2.55, 3.11, -3.97], [-2.35, 3.87, -2.82], [-2.45, 3.27, -1.57], [-4.30, -0.41, -0.68], [-5.14, 1.07, -0.10], [-4.47, -0.10, 1.07], [-3.14, 0.09, -2.54], [-2.98, 1.16, -4.77], [-2.48, 3.57, -4.94], [-2.13, 4.92, -2.91], [-2.28, 3.85, -0.67]]}



{"formula": "C17H25N2Re", "method": "ωB97M-V/def2-TZVPD", "s_squared": 3.768, "homo_lumo_gap_ev": [6.47, 6.55], "charge": 1, "de_lowest_kcal_mol": 0.0, "spin_multiplicity": 4, "species": ["C", "C", "C", "C", "H", "H", "H", "H", "H", "H", "H", "H", "H", "C", "C", "C", "H", "C", "C", "H", "H", "H", "H", "C", "C", "C", "H", "C", "C", "H", "H", "H", "H", "Re", "C", "N", "C", "C", "N", "H", "H", "H", "H", "H", "H"], "positions_angstrom": [[-0.48, 0.84, -4.73], [0.10, 2.18, -4.60], [0.36, -0.28, -5.16], [-1.93, 0.68, -4.65], [0.43, -0.34, -6.26], [-0.05, -1.25, -4.82], [1.39, -0.18, -4.78], [0.10, 2.72, -5.57], [1.15, 2.13, -4.27], [-0.47, 2.79, -3.89], [-2.42, 0.85, -5.63], [-2.37, 1.40, -3.95], [-2.21, -0.34, -4.33], [2.16, -0.08, 1.09], [2.15, -0.86, -0.13], [1.92, 0.06, -1.21], [2.44, -1.90, -0.22], [1.71, 1.36, -0.68], [1.76, 1.29, 0.74], [1.66, 2.12, 1.44], [2.52, -0.42, 2.07], [1.93, -0.19, -2.27], [1.62, 2.27, -1.25], [-2.05, -0.83, 0.57], [-1.10, -1.88, 0.94], [-0.36, -2.23, -0.26], [-1.04, -2.39, 1.89], [-0.98, -1.53, -1.36], [-2.01, -0.70, -0.86], [-2.71, -0.14, -1.45], [-2.76, -0.35, 1.24], [0.38, -3.02, -0.33], [-0.71, -1.64, -2.41], [0.19, -0.25, 0.38], [-1.09, 0.70, 5.41], [-0.04, 0.03, 4.61], [1.05, -0.67, 5.35], [-0.09, 0.04, 3.34], [-0.03, -0.06, 2.16], [-0.82, 0.53, 6.46], [-2.07, 0.28, 5.14], [-1.11, 1.77, 5.14], [1.06, -1.73, 5.08], [2.02, -0.24, 5.09], [0.80, -0.51, 6.40]]}



{"formula": "C26H32KN3O5S2", "method": "ωB97M-V/def2-TZVPD", "homo_lumo_gap_ev": 5.46, "charge": -2, "de_lowest_kcal_mol": 17.0, "species": ["K", "C", "C", "N", "C", "C", "N", "C", "O", "O", "C", "O", "O", "H", "H", "H", "H", "H", "C", "C", "C", "C", "C", "C", "C", "C", "N", "C", "C", "C", "C", "C", "C", "C", "C", "C", "C", "H", "H", "H", "H", "H", "H", "H", "H", "H", "H", "H", "H", "H", "H", "H", "H", "H", "H", "H", "H", "H", "H", "H", "H", "C", "O", "C", "S", "S", "H", "H", "H"], "positions_angstrom": [[-1.80, -1.27, -0.98], [-3.27, 3.03, -0.23], [-2.80, 2.54, -1.56], [-2.77, 1.29, -1.92], [-2.23, 1.27, -3.19], [-1.94, 2.55, -3.59], [-2.31, 3.34, -2.55], [-1.31, 3.17, -4.81], [-0.92, 2.35, -5.70], [-1.27, 4.40, -4.83], [-1.93, -0.02, -3.85], [-1.30, 0.05, -5.00], [-2.23, -1.08, -3.32], [-3.44, 2.16, 0.40], [-4.20, 3.60, -0.31], [-2.51, 3.66, 0.24], [-2.20, 4.34, -2.58], [-1.10, 1.04, -5.29], [3.55, -1.71, 4.05], [2.25, -1.88, 3.29], [1.28, -2.76, 3.75], [0.08, -2.89, 3.02], [-1.01, -3.82, 3.49], [-0.10, -2.15, 1.88], [0.85, -1.23, 1.36], [2.05, -1.13, 2.14], [0.52, -0.59, 0.23], [1.37, 0.38, -0.41], [1.66, 1.64, 0.45], [2.45, 2.68, -0.34], [1.65, 3.14, -1.57], [1.36, 1.92, -2.45], [2.68, 1.32, -2.93], [3.50, 0.86, -1.72], [3.78, 2.07, -0.81], [2.71, -0.19, -0.93], [0.59, 0.88, -1.64], [3.58, -2.36, 4.93], [3.68, -0.68, 4.38], [4.40, -1.96, 3.41], [1.44, -3.34, 4.65], [-0.72, -4.37, 4.38], [-1.27, -4.54, 2.71], [-1.91, -3.26, 3.71], [-1.03, -2.26, 1.33], [2.85, -0.47, 1.84], [2.20, 1.37, 1.35], [0.69, 2.05, 0.77], [2.66, 3.55, 0.30], [2.21, 3.89, -2.13], [0.70, 3.59, -1.25], [0.77, 2.23, -3.32], [3.25, 2.06, -3.50], [2.48, 0.47, -3.59], [4.45, 0.43, -2.05], [4.36, 2.82, -1.36], [4.36, 1.75, 0.06], [3.31, -0.56, -0.10], [2.48, -1.05, -1.57], [0.36, 0.01, -2.28], [-0.35, 1.30, -1.28], [-4.44, -3.94, 4.44], [-4.46, -3.51, 3.09], [-4.75, -4.37, 2.05], [-4.99, -6.01, 2.30], [-4.68, -3.62, 0.55], [-4.95, -3.18, 5.04], [-3.41, -4.03, 4.78], [-4.93, -4.91, 4.55]]}